DFT (ωB97M-V/def2-TZVPD) results for 5 unconnected molecules or ions with the total composition C6H18O4.

Calculated values
- Orbital gap (alpha / beta): 0.335 / 0.181 hartree
- Total charge: +1
- Energy above the lowest of the compared OMol25 structures with the same formula, charge and spin: 2.542 eV
- Multiplicity: 2

The geometry in XYZ format:
```
28
C6H18O4, DFT ωB97M-V/def2-TZVPD
C 0.04 2.34 -0.33
C 0.52 1.37 0.65
C 1.76 0.89 0.51
C -0.42 1.02 2.83
C -0.39 0.76 1.52
C -1.22 -0.33 0.87
H -0.96 2.91 0.14
H -0.19 1.78 -1.20
H 0.83 3.15 -0.42
H 2.14 0.14 1.34
H 2.50 0.99 -0.25
H -1.17 0.62 3.42
H 0.21 1.83 3.28
H -1.34 -0.32 -0.22
H -2.21 -0.20 1.27
H -1.03 -1.39 1.07
H 1.21 -1.89 -0.50
H 1.75 -3.09 -1.18
O 1.02 -2.36 -1.34
H -0.11 -0.12 -3.59
H 0.65 -1.02 -2.83
O 0.69 -0.65 -3.73
H 0.76 -2.70 2.26
H 0.98 -1.13 2.39
O 1.25 -1.94 2.08
H -3.36 1.20 -1.77
H -3.40 -0.38 -1.62
O -2.83 0.38 -1.74
```

Results of the natural (NBO) charge analysis, in e, for atoms 1 through 5:
1. C -0.69
2. C 0.25
3. C -0.07
4. C -0.30
5. C -0.10